Entry 1:
C40H52N7OPPb | ωB97M-V/def2-TZVPD

XYZ file:
```
102
C40H52N7OPPb (ωB97M-V/def2-TZVPD)
Pb 0.63 -0.16 0.42
C 3.14 -1.54 -3.94
N 2.55 -0.38 -3.27
C 3.42 0.27 -2.29
C 1.35 0.12 -3.56
N 0.62 0.77 -2.55
C 0.40 2.03 -2.65
C 1.06 2.90 -3.61
C 0.76 4.20 -3.67
C -0.24 4.80 -2.79
C -0.91 4.07 -1.89
C -0.66 2.65 -1.75
N -1.30 1.87 -0.94
C -2.49 2.36 -0.35
N -2.53 2.51 0.96
C -3.76 2.40 1.76
C -1.31 2.65 1.75
N -3.53 2.56 -1.14
C -3.61 1.99 -2.50
C -4.64 3.47 -0.81
N 0.74 -0.06 -4.72
C -0.72 0.07 -4.85
C 1.44 -0.26 -6.00
H 3.56 -2.18 -3.17
H 3.94 -1.25 -4.63
H 2.37 -2.09 -4.48
H 3.86 -0.50 -1.64
H 2.87 0.99 -1.69
H 4.23 0.79 -2.79
H 1.82 2.47 -4.25
H 1.27 4.85 -4.37
H -0.42 5.87 -2.88
H -1.63 4.54 -1.23
H -4.08 3.37 2.14
H -3.54 1.74 2.60
H -4.55 1.94 1.17
H -0.50 3.05 1.16
H -1.05 1.69 2.21
H -1.51 3.35 2.57
H -2.98 1.11 -2.57
H -3.32 2.74 -3.24
H -4.64 1.70 -2.68
H -4.35 4.13 0.00
H -5.54 2.92 -0.55
H -4.83 4.07 -1.70
H -1.21 -0.16 -3.91
H -1.05 -0.65 -5.60
H -0.98 1.07 -5.20
H 2.50 -0.04 -5.89
H 1.02 0.45 -6.71
H 1.30 -1.26 -6.38
C 2.52 2.81 0.78
C 3.08 2.18 2.05
C 2.20 2.46 3.26
C 3.44 0.69 1.92
C 4.38 0.24 3.04
O 3.64 -0.79 3.72
C 2.50 -1.01 3.11
N 2.28 -0.26 2.05
C 1.70 -2.09 3.75
C 2.15 -2.49 5.01
C 1.56 -3.56 5.68
C 0.54 -4.27 5.08
C 0.08 -3.88 3.83
C 0.63 -2.79 3.16
P -0.18 -2.42 1.61
C -0.18 -3.91 0.61
C 1.07 -4.43 0.25
C 1.14 -5.62 -0.46
C -0.03 -6.28 -0.82
C -1.27 -5.76 -0.46
C -1.35 -4.57 0.25
C -1.87 -1.87 1.94
C -2.66 -1.52 0.83
C -3.99 -1.16 1.01
C -4.53 -1.13 2.29
C -3.75 -1.43 3.39
C -2.42 -1.81 3.22
H 2.41 3.88 0.91
H 1.52 2.43 0.52
H 3.18 2.65 -0.08
H 4.05 2.67 2.22
H 1.24 1.93 3.19
H 1.99 3.53 3.35
H 2.66 2.16 4.20
H 3.91 0.52 0.95
H 4.60 1.01 3.77
H 5.31 -0.21 2.70
H 2.97 -1.97 5.48
H 1.93 -3.83 6.66
H 0.10 -5.12 5.58
H -0.72 -4.45 3.36
H 1.99 -3.94 0.57
H 2.10 -6.04 -0.71
H 0.03 -7.21 -1.36
H -2.18 -6.29 -0.73
H -2.32 -4.19 0.54
H -2.26 -1.59 -0.18
H -4.61 -0.95 0.15
H -5.58 -0.87 2.42
H -4.17 -1.40 4.38
H -1.83 -2.07 4.09
```

F_max   0.45 eV Å⁻¹
E_tot   -69301.8972 eV
E_HOMO   -18.02 eV
LUMO   -0.45483 Eh
Net charge   +4

Mulliken atomic charge list, values in e, 5 entries: Pb 1.30; C -1.19; N 0.26; C -0.71; C -0.34

=====

Entry 2:
C21H19O3PSe2V | ωB97M-V/def2-TZVPD

XYZ file:
```
47
C21H19O3PSe2V (ωB97M-V/def2-TZVPD)
V -0.76 1.22 -0.66
C -4.99 1.89 5.82
O -3.87 2.19 5.01
C -3.84 1.71 3.75
C -4.89 0.93 3.20
C -4.76 0.50 1.91
C -3.63 0.78 1.11
C -3.60 0.34 -0.25
C -4.78 -0.38 -0.85
O -2.64 0.53 -1.03
C -2.57 1.56 1.68
O -1.49 1.87 1.05
C -2.73 2.01 3.01
H -4.80 2.37 6.78
H -5.10 0.82 5.97
H -5.91 2.30 5.39
H -5.77 0.68 3.77
H -5.57 -0.09 1.49
H -4.97 -1.31 -0.31
H -4.56 -0.61 -1.89
H -5.68 0.23 -0.80
H -1.93 2.60 3.44
Se 0.45 -1.02 -0.19
P 1.95 -0.13 -1.48
Se 1.27 1.81 -2.19
C 2.34 -1.22 -2.88
C 2.30 -2.60 -2.69
C 2.67 -3.45 -3.73
C 3.08 -2.92 -4.94
C 3.11 -1.54 -5.13
C 2.74 -0.69 -4.09
C 3.54 0.04 -0.61
C 3.85 -0.82 0.44
C 5.09 -0.74 1.05
C 6.02 0.20 0.61
C 5.71 1.05 -0.44
C 4.47 0.98 -1.05
H 1.96 -3.01 -1.75
H 2.64 -4.52 -3.58
H 3.37 -3.58 -5.75
H 3.42 -1.13 -6.08
H 2.75 0.38 -4.24
H 3.11 -1.53 0.79
H 5.33 -1.40 1.87
H 6.99 0.26 1.09
H 6.43 1.79 -0.77
H 4.21 1.65 -1.86
```

F_max   0.26 eV Å⁻¹
E_tot   -193899.7363 eV
E_HOMO (spin up / spin down)   -7.39 / -8.28 eV
LUMO (spin up / spin down)   0.01217 / 0.00702 Eh
2S+1   4

Mulliken atomic charge list, values in e, 5 entries: V 1.09; C -0.85; O -0.44; C 0.86; C -0.90

=====

Entry 3:
C40H59F24NO18Si | ωB97M-V/def2-TZVPD

XYZ file:
```
143
C40H59F24NO18Si (ωB97M-V/def2-TZVPD)
C 1.77 -1.90 4.64
C 2.38 -0.49 4.64
C 2.23 0.14 6.02
O 1.62 -0.40 6.90
O 2.87 1.32 6.28
C 2.43 2.43 5.48
C 1.04 2.94 5.91
Si -0.20 2.78 4.49
C -2.01 2.69 5.01
C -2.29 1.99 6.37
C -3.56 1.09 6.28
N -3.29 -0.29 6.75
H 0.71 -1.85 4.89
H 2.27 -2.51 5.39
H 1.90 -2.37 3.67
H 1.90 0.11 3.87
H 3.45 -0.59 4.41
H 3.20 3.20 5.56
H 2.43 2.11 4.43
H 1.17 4.01 6.11
H 0.72 2.47 6.84
H -0.05 4.01 3.67
H 0.18 1.64 3.62
H -2.36 3.72 5.09
H -2.56 2.25 4.18
H -2.54 2.77 7.08
H -1.48 1.36 6.72
H -3.92 1.03 5.25
H -4.38 1.50 6.86
H -4.09 -0.64 7.25
H -3.13 -0.90 5.96
C -7.60 -0.95 0.30
C -7.17 -1.67 1.55
O -5.74 -1.66 1.69
C -5.20 -0.57 2.21
O -5.78 0.40 2.60
C -3.68 -0.75 2.29
F -3.19 -1.27 1.16
F -3.36 -1.57 3.29
F -3.05 0.41 2.50
H -7.10 -1.36 -0.58
H -8.68 -1.02 0.16
H -7.34 0.11 0.35
H -7.45 -2.72 1.50
H -7.64 -1.25 2.44
C -4.00 3.06 1.89
C -4.40 4.52 1.79
O -3.88 5.09 0.57
C -4.61 4.89 -0.52
O -5.66 4.34 -0.60
C -3.87 5.49 -1.73
F -2.57 5.15 -1.67
F -3.96 6.82 -1.75
F -4.38 5.03 -2.87
H -2.92 2.96 1.79
H -4.31 2.64 2.84
H -4.45 2.47 1.09
H -3.94 5.09 2.60
H -5.48 4.65 1.85
C -1.77 2.98 -3.54
C -1.68 2.09 -4.75
O -0.38 1.46 -4.83
C -0.25 0.40 -4.05
O -1.09 -0.05 -3.32
C 1.14 -0.22 -4.22
F 2.10 0.70 -4.23
F 1.22 -0.89 -5.38
F 1.41 -1.08 -3.24
H -0.97 3.73 -3.56
H -2.72 3.49 -3.51
H -1.66 2.41 -2.62
H -1.80 2.66 -5.67
H -2.45 1.32 -4.73
C 4.04 -2.62 -4.06
C 5.15 -1.76 -3.50
O 6.05 -2.52 -2.68
C 7.01 -3.18 -3.30
O 7.22 -3.21 -4.47
C 7.90 -3.87 -2.26
F 7.18 -4.49 -1.32
F 8.66 -2.96 -1.64
F 8.70 -4.77 -2.82
H 3.52 -3.13 -3.25
H 3.33 -2.01 -4.61
H 4.42 -3.39 -4.74
H 4.73 -0.99 -2.85
H 5.70 -1.25 -4.29
C -1.90 -2.99 -2.24
C -1.86 -3.85 -0.99
O -3.16 -3.93 -0.38
C -4.00 -4.82 -0.90
O -3.78 -5.56 -1.81
C -5.32 -4.79 -0.11
F -5.73 -3.54 0.12
F -5.17 -5.40 1.07
F -6.28 -5.43 -0.78
H -2.32 -2.01 -2.02
H -0.90 -2.86 -2.65
H -2.53 -3.45 -3.01
H -1.22 -3.39 -0.24
H -1.48 -4.84 -1.20
C 6.92 0.77 1.10
C 6.40 1.84 0.16
O 5.04 1.55 -0.25
C 4.08 1.92 0.59
O 4.22 2.46 1.65
C 2.71 1.57 -0.01
F 2.72 0.34 -0.54
F 2.40 2.43 -0.99
F 1.76 1.62 0.90
H 6.83 -0.21 0.64
H 7.97 0.96 1.33
H 6.36 0.76 2.03
H 6.98 1.85 -0.76
H 6.45 2.83 0.60
C 11.53 -1.24 -2.30
C 12.47 -0.69 -1.25
O 12.45 0.75 -1.24
C 11.44 1.31 -0.57
O 10.57 0.74 0.01
C 11.58 2.84 -0.61
F 11.88 3.26 -1.84
F 12.55 3.24 0.22
F 10.45 3.42 -0.24
H 11.77 -0.82 -3.28
H 11.62 -2.32 -2.36
H 10.50 -0.98 -2.07
H 13.50 -0.96 -1.47
H 12.23 -1.08 -0.26
C -8.95 -4.00 -5.90
C -7.75 -3.39 -5.20
O -7.92 -1.98 -5.01
C -8.65 -1.62 -3.96
O -9.17 -2.36 -3.19
C -8.70 -0.08 -3.87
F -8.94 0.47 -5.06
F -7.55 0.41 -3.40
F -9.66 0.32 -3.04
H -9.14 -3.48 -6.84
H -8.76 -5.05 -6.11
H -9.84 -3.92 -5.29
H -6.86 -3.50 -5.82
H -7.56 -3.88 -4.25
```

F_max   1.44 eV Å⁻¹
E_tot   -153882.1420 eV
E_HOMO   -9.13 eV
LUMO   0.00839 Eh
SMILES string   CCC(=O)OCC[SiH2]CCCN.CCOC(=O)C(F)(F)F.CCOC(=O)C(F)(F)F.CCOC(=O)C(F)(F)F.CCOC(=O)C(F)(F)F.CCOC(=O)C(F)(F)F.CCOC(=O)C(F)(F)F.CCOC(=O)C(F)(F)F.CCOC(=O)C(F)(F)F

Mulliken atomic charge list, values in e, 5 entries: C -1.36; C 0.39; C 0.51; O -0.54; O -0.41

=====

Entry 4:
C11H29NO2P | ωB97M-V/def2-TZVPD

XYZ file:
```
44
C11H29NO2P (ωB97M-V/def2-TZVPD)
C -3.83 2.72 -1.37
C -3.95 1.81 -2.58
O -5.22 2.06 -3.19
C -2.86 2.08 -3.62
N -1.49 1.93 -3.09
C -0.81 0.71 -3.50
C -1.53 -0.56 -3.10
O -1.07 -1.00 -1.75
P -0.33 -2.34 -1.53
H -3.38 3.67 -1.62
H -4.84 2.91 -1.00
H -3.27 2.23 -0.58
H -3.94 0.77 -2.23
H -5.40 1.38 -3.83
H -3.04 1.49 -4.52
H -3.00 3.12 -3.91
H -0.95 2.69 -3.47
H -0.61 0.65 -4.58
H 0.16 0.70 -3.00
H -2.60 -0.45 -3.05
H -1.31 -1.35 -3.82
H 0.02 -2.96 -2.73
H -1.13 -3.20 -0.78
H 0.85 -2.12 -0.82
C 0.58 -1.28 2.03
C 1.16 -0.37 3.10
C 2.52 0.23 2.72
C 3.63 -0.79 2.49
C 3.91 -1.72 3.67
C 4.37 -0.98 4.92
H 1.23 -2.14 1.83
H -0.39 -1.67 2.33
H 0.45 -0.73 1.09
H 1.25 -0.93 4.04
H 0.46 0.44 3.29
H 2.82 0.93 3.50
H 2.39 0.83 1.81
H 4.55 -0.25 2.24
H 3.40 -1.40 1.61
H 4.69 -2.43 3.38
H 3.03 -2.31 3.90
H 5.28 -0.41 4.73
H 4.59 -1.68 5.73
H 3.62 -0.28 5.29
```

F_max   0.54 eV Å⁻¹
E_tot   -26743.2206 eV
E_HOMO   -12.36 eV
LUMO   -0.14840 Eh
Net charge   +1

Mulliken atomic charge list, values in e, 5 entries: C -1.38; C 0.75; O -0.56; C -0.95; N -0.31

=====

Entry 5:
C5H10N2 | ωB97M-V/def2-TZVPD

XYZ file:
```
17
C5H10N2 (ωB97M-V/def2-TZVPD)
C 1.06 -0.26 -2.69
C 1.06 -0.73 -0.90
C -0.74 -0.04 0.56
C -0.70 0.09 2.02
C -1.88 0.46 2.67
N 2.09 0.29 -3.19
N 0.46 -0.62 0.18
H 0.37 -1.06 -3.04
H 1.89 -1.44 -0.67
H -1.76 -0.42 0.10
H -0.65 1.05 0.31
H 0.29 0.08 2.52
H -1.67 1.35 3.38
H -2.06 -0.06 3.58
H -2.89 0.27 2.13
H 2.83 0.88 -2.80
H 2.31 0.16 -4.17
```

F_max   4.55 eV Å⁻¹
E_tot   -8300.5876 eV
E_HOMO (spin up / spin down)   -14.59 / -18.86 eV
LUMO (spin up / spin down)   -0.40755 / -0.47834 Eh
Net charge   +2
2S+1   3

Mulliken atomic charge list, values in e, 5 entries: C 0.18; C -0.19; C -0.07; C -0.30; C -1.17

=====

Entry 6:
C3H4LiO3 | ωB97M-V/def2-TZVPD

XYZ file:
```
11
C3H4LiO3 (ωB97M-V/def2-TZVPD)
O -0.63 -0.46 -0.56
C -0.17 0.37 -1.61
O 0.04 1.54 -1.39
Li -0.67 -1.99 -2.00
O -0.10 -0.32 -2.67
C -0.64 -0.03 0.75
H -1.48 -0.44 1.30
C 0.66 0.28 1.41
H 1.28 0.95 0.80
H 0.47 0.75 2.38
H 1.24 -0.64 1.59
```

F_max   2.03 eV Å⁻¹
E_tot   -9523.0786 eV
E_HOMO (spin up / spin down)   -7.58 / -9.50 eV
LUMO (spin up / spin down)   -0.03367 / -0.03440 Eh
2S+1   2

Mulliken atomic charge list, values in e, 5 entries: O -0.45; C 0.83; O -0.58; Li 0.88; O -0.84